No. 1
78
Properties=species:S:1:pos:R:3:lowdin_charge:R:1 method="wB97M-V/def2-TZVPD" total_charge=0 gap_ev=6.929 homo_ev=-9.22 largest_force_ev_per_a=4.34 smiles="O=C1C=C(O)C(=O)C=C1O.O=C1C=C(O)C(=O)C=C1O.O=C1C=C(O)C(=O)C=C1O.O=C1C=C(O)C(=O)C=C1O.O=C1C=C(O)C(=O)C=C1O.ClCCl.O" spin_multiplicity=1 e_tot_ha=-3695.97327
O 1.04213 -3.88001 3.13741 0.098
C 1.28761 -3.61453 1.93643 -0.264
C 2.71040 -3.41066 1.50235 0.085
C 3.04762 -3.11063 0.23841 -0.169
O 4.42645 -3.06602 -0.12327 0.060
C 2.06981 -2.92764 -0.84286 -0.292
O 2.36728 -2.58324 -2.02026 0.075
C 0.70474 -3.07663 -0.41343 0.064
C 0.30395 -3.37006 0.84302 -0.210
O -1.02703 -3.34348 1.13124 0.100
H 3.48331 -3.50588 2.25063 0.137
H 4.59065 -2.92898 -1.05914 0.086
H -0.10069 -2.94005 -1.11985 0.126
H -1.22235 -3.71903 1.99286 0.117
O 6.63620 6.14714 -0.12432 0.087
C 5.99399 5.10683 0.03546 -0.279
C 5.67136 4.27882 -1.23281 0.097
C 5.02713 3.08879 -1.14834 -0.274
O 4.89554 2.40008 -2.24575 0.104
C 4.53815 2.48763 0.11034 -0.271
O 3.90218 1.44338 0.22368 0.084
C 4.82655 3.27864 1.37057 0.102
C 5.43051 4.51554 1.29946 -0.189
O 5.72490 5.29503 2.40026 0.073
H 6.06166 4.65367 -2.16745 0.124
H 4.51478 1.53136 -2.09758 0.043
H 4.57803 2.85244 2.33131 0.119
H 6.16645 6.11009 2.15062 0.100
O -1.24125 -1.48870 -3.14930 0.090
C -2.43323 -1.74352 -3.36645 -0.297
C -3.46231 -0.84338 -2.88530 0.077
C -4.79081 -1.01512 -2.94720 -0.217
O -5.66583 -0.28161 -2.22417 0.105
C -5.35555 -2.19188 -3.63226 -0.262
O -6.60844 -2.36735 -3.72301 0.079
C -4.33915 -3.19047 -4.03909 0.090
C -3.00915 -2.97139 -3.93529 -0.239
O -2.16206 -3.75743 -4.58788 0.123
H -3.06618 -0.12421 -2.18369 0.126
H -6.54187 -0.53611 -2.52314 0.113
H -4.72892 -4.06534 -4.53816 0.134
H -1.25488 -3.55066 -4.35150 0.118
O -7.88079 2.62879 -0.01184 0.126
C -6.75660 2.17387 0.10098 -0.308
C -5.50073 2.93654 -0.12237 0.063
C -4.28671 2.46939 0.09156 -0.184
O -3.14873 3.16099 -0.26454 0.071
C -4.01656 0.96712 0.51235 -0.276
O -2.87164 0.54404 0.65620 0.085
C -5.23781 0.24231 0.76588 0.063
C -6.45412 0.78032 0.50407 -0.207
O -7.59325 0.00276 0.57657 0.085
H -5.50257 3.92863 -0.54916 0.136
H -2.49331 2.48819 -0.46293 0.043
H -5.25958 -0.80685 1.02122 0.141
H -8.36454 0.56762 0.66405 0.105
O -1.56813 -1.13858 3.09344 0.087
C -0.39198 -0.84327 3.40610 -0.289
C 0.22157 -1.01690 4.75488 0.074
C 1.45266 -0.52352 5.08061 -0.205
O 1.88137 -0.76098 6.34725 0.089
C 2.37204 0.25741 4.14633 -0.250
O 3.43392 0.85244 4.45257 0.080
C 1.83944 0.14808 2.74281 0.095
C 0.59221 -0.32012 2.43597 -0.205
O 0.09340 -0.04219 1.19231 0.032
H -0.31378 -1.50389 5.55653 0.131
H 2.68187 -0.25300 6.49812 0.108
H 2.46692 0.58765 1.98159 0.104
H -0.86209 -0.13154 1.16668 0.068
Cl 1.23663 0.90671 -3.38875 0.528
C 1.06481 0.77712 -1.61090 -1.123
Cl 0.14758 1.99516 -1.01844 0.683
H 0.49798 -0.12289 -1.37261 0.002
H 2.02531 0.73820 -1.09708 0.011
O 4.47923 -0.16670 -2.41520 -0.037
H 4.75070 -0.00720 -3.31913 0.067
H 4.27361 -1.10114 -2.38770 0.031

No. 2
66
Properties=species:S:1:pos:R:3:lowdin_charge:R:1 method="wB97M-V/def2-TZVPD" total_charge=+2 gap_ev="6.497 / 6.153" homo_ev="-13.03 / -13.03" largest_force_ev_per_a=2.48 s_squared=0.7529 spin_multiplicity=2 e_tot_ha=-4963.50665
Cu 1.83841 1.66994 -0.99309 0.730
C -2.46101 1.03430 -1.45698 -0.006
C -2.95818 2.20554 -0.91125 -0.015
C -2.05731 3.11119 -0.39255 0.021
C -0.67073 2.95119 -0.55790 -0.144
N -0.16967 1.83933 -1.15615 0.048
C -1.06117 0.92626 -1.58220 -0.064
C 0.38810 3.94282 -0.10447 -0.155
C 0.23800 5.23304 0.36357 0.041
C 1.37487 6.01810 0.42294 0.011
C 2.63567 5.50052 0.14961 0.032
C 2.71595 4.21233 -0.28209 -0.172
N 1.60494 3.52018 -0.37633 0.058
C 3.95017 3.42330 -0.65210 -0.163
C 5.23009 3.97782 -0.58504 0.052
C 6.28468 3.20092 -1.04383 0.001
C 6.06572 1.97371 -1.59714 -0.015
C 4.80053 1.48125 -1.57179 -0.066
N 3.74401 2.19576 -1.12983 0.030
H -3.10823 0.24383 -1.78076 0.113
H -4.04708 2.29927 -0.86195 0.139
H -2.41003 3.97239 0.21067 0.137
H -0.61864 0.06509 -2.02367 0.092
H -0.74829 5.65671 0.53838 0.132
H 1.31726 7.08900 0.64314 0.141
H 3.48245 6.20999 0.24373 0.145
H 5.31234 4.93749 -0.18793 0.103
H 7.23968 3.63146 -0.94939 0.120
H 6.90681 1.39658 -2.02701 0.148
H 4.50648 0.55915 -2.02665 0.117
Cl -5.36953 -5.24796 -2.20943 0.724
C -4.06323 -4.48605 -1.37023 -0.657
C -3.45253 -3.32166 -1.80946 -0.089
C -2.36471 -2.85069 -1.13460 -0.035
C -1.87671 -3.46296 0.02939 -0.187
C -0.76990 -2.86044 0.87726 -0.313
C 0.63158 -3.27096 0.39807 -0.007
N 1.11821 -2.28535 -0.54473 -0.055
C 1.24704 -2.43732 -1.89938 0.000
C 1.68864 -1.20089 -2.36449 -0.074
N 1.73332 -0.32342 -1.26431 -0.031
C 1.39163 -1.05371 -0.20793 -0.153
O -0.91082 -1.47818 0.89751 -0.138
C -2.09390 -0.94511 1.55874 -0.112
C -2.16628 -1.46650 2.96362 -0.336
C -1.35372 -1.10606 3.99124 -1.014
Cl -0.38569 0.28364 3.95425 0.691
S -1.65394 -1.99214 5.39302 1.052
C -2.90398 -2.88265 4.61030 -0.392
C -3.10351 -2.47301 3.36205 -0.173
C -2.49287 -4.63434 0.44901 -0.602
Cl -2.07630 -5.41910 1.89965 0.806
C -3.58181 -5.14005 -0.27138 -0.124
H -3.78080 -2.87797 -2.73527 0.113
H -1.95009 -1.89374 -1.49330 0.105
H -0.87475 -3.29539 1.87404 0.104
H 0.68627 -4.24935 -0.04337 0.146
H 1.33964 -3.23078 1.23079 0.149
H 1.05611 -3.32594 -2.47988 0.139
H 1.87092 -0.86878 -3.37639 0.116
H 1.45529 -0.77765 0.84441 0.164
H -2.99460 -1.20687 0.99845 0.131
H -1.97072 0.11414 1.54795 0.099
H -3.49028 -3.69447 5.06794 0.101
H -3.84926 -3.04442 2.81668 0.121
H -4.01450 -6.07234 0.11785 0.120

No. 3
71
Properties=species:S:1:pos:R:3:lowdin_charge:R:1 method="wB97M-V/def2-TZVPD" e_above_lowest_kcal_mol=0.17 total_charge=-1 gap_ev=7.098 homo_ev=-4.77 largest_force_ev_per_a=0.41 spin_multiplicity=1 e_tot_ha=-6228.68913
Zn -0.35089 -1.30927 0.80179 0.543
C -4.16102 -5.50533 3.28674 -0.103
C -4.33792 -4.16511 2.58264 -0.295
N -3.54383 -4.04282 1.38144 -0.029
C -2.24898 -3.65920 1.32805 -0.827
S -1.41608 -3.08731 2.71826 0.578
N -1.68986 -3.86387 0.12173 -0.001
N -0.51598 -3.21157 0.03547 -0.090
C 0.45507 -3.68415 -0.64978 -0.274
C 0.31706 -4.95591 -1.41841 -0.023
C 1.72999 -2.93718 -0.51260 -0.210
C 2.87708 -3.26379 -1.23177 -0.010
C 4.04331 -2.55594 -1.01206 -0.060
C 4.05685 -1.52906 -0.08137 -0.066
C 2.87799 -1.25855 0.58877 -0.115
N 1.75706 -1.94373 0.39257 0.075
H -4.77362 -5.55098 4.19040 0.065
H -4.44942 -6.33338 2.63491 0.064
H -3.11590 -5.63407 3.57059 0.057
H -5.38142 -4.00961 2.30182 0.108
H -4.05188 -3.35265 3.24882 0.077
H -3.90059 -4.41963 0.51778 0.128
H -0.54130 -4.87310 -2.08602 0.084
H 1.20157 -5.19658 -2.00261 0.056
H 0.10471 -5.78157 -0.73524 0.085
H 2.84477 -4.04420 -1.97646 0.100
H 4.93600 -2.79547 -1.57668 0.105
H 4.94429 -0.94411 0.11489 0.099
H 2.81772 -0.44274 1.30122 0.114
Cl -3.70181 3.57328 4.93434 0.622
C -3.24792 2.34990 3.79488 -0.725
C -1.95075 1.84703 3.77042 -0.697
Cl -0.77918 2.44900 4.89354 0.658
C -1.59121 0.87228 2.85721 -0.557
Cl 0.04129 0.26503 2.85728 0.749
C -2.49172 0.35043 1.88996 -0.490
O -2.18699 -0.52361 1.01634 -0.182
C -3.80947 0.87797 1.96196 -0.603
Cl -4.95094 0.24849 0.82743 0.689
C -4.17292 1.84775 2.87879 -0.703
Cl -5.79639 2.44719 2.89921 0.644
O 0.49610 -1.21263 -2.44508 0.049
C 0.65337 -0.15137 -1.86939 -0.544
N 1.37601 0.90441 -2.41108 0.143
C 1.20903 2.09952 -1.61111 -0.281
C 0.36526 1.52469 -0.43391 -0.462
O -0.01605 2.22851 0.48027 0.053
N 0.15601 0.19788 -0.62340 0.128
C 0.42460 3.16578 -2.36750 -0.135
C -0.96845 3.12903 -2.39068 -0.003
C -1.68353 4.04172 -3.15090 -0.074
C -1.01808 5.00505 -3.89788 -0.102
C 0.36791 5.04919 -3.87837 -0.090
C 1.08382 4.13511 -3.11524 -0.031
C 2.52835 2.61300 -1.04779 -0.154
C 2.53348 3.72921 -0.21091 -0.023
C 3.71874 4.18190 0.34401 -0.077
C 4.91758 3.53097 0.07100 -0.105
C 4.91678 2.42133 -0.75806 -0.097
C 3.72569 1.96205 -1.31237 -0.037
H 1.43796 0.95595 -3.41502 0.151
H -1.49758 2.38998 -1.80147 0.125
H -2.76543 4.00408 -3.15125 0.103
H -1.57787 5.72156 -4.48605 0.095
H 0.89638 5.80007 -4.45292 0.096
H 2.16644 4.18444 -3.09065 0.116
H 1.59609 4.21983 0.01753 0.123
H 3.70717 5.04272 1.00086 0.100
H 5.84331 3.88723 0.50586 0.094
H 5.84399 1.90383 -0.97332 0.094
H 3.71614 1.08109 -1.94139 0.103

No. 4
65
Properties=species:S:1:pos:R:3:lowdin_charge:R:1 method="wB97M-V/def2-TZVPD" e_above_lowest_kcal_mol=0.00 total_charge=+1 gap_ev="7.460 / 7.275" homo_ev="-10.52 / -10.55" largest_force_ev_per_a=0.57 s_squared=8.7545 spin_multiplicity=6 e_tot_ha=-3637.16072
Mn 0.08430 -0.89587 -0.16647 0.870
C 2.65247 -2.08911 -2.37926 -0.035
C 2.98580 -2.25270 -0.92468 -0.315
C 4.29237 -2.53959 -0.53884 -0.006
C 4.57713 -2.72317 0.79701 -0.018
C 3.54885 -2.67100 1.72754 0.011
C 2.27548 -2.40408 1.27829 -0.175
N 2.00639 -2.15219 -0.02047 0.098
C 1.07482 -2.46197 2.17817 -0.184
C 1.07796 -2.74806 3.53062 0.026
C -0.15247 -2.80241 4.17943 -0.007
C -1.33205 -2.58425 3.48519 0.028
C -1.23667 -2.29669 2.13309 -0.196
N -0.06243 -2.25536 1.53743 0.071
C -2.37815 -2.01845 1.20400 -0.193
C -3.68859 -2.21006 1.57705 0.013
C -4.68181 -1.97686 0.64002 -0.015
C -4.33375 -1.57492 -0.63320 -0.004
C -2.99263 -1.39700 -0.94684 -0.293
C -2.57550 -0.96561 -2.31974 -0.025
N -2.03556 -1.61554 -0.03471 0.093
H 3.40923 -1.50346 -2.90133 0.092
H 1.68986 -1.60636 -2.52868 0.033
H 2.60819 -3.06917 -2.85876 0.099
H 5.06832 -2.61535 -1.28942 0.126
H 5.59005 -2.92878 1.11840 0.123
H 3.74095 -2.85059 2.77530 0.116
H 1.99312 -2.92443 4.07670 0.115
H -0.18842 -3.01329 5.24033 0.122
H -2.28293 -2.60958 3.99667 0.119
H -3.93490 -2.54002 2.57533 0.117
H -5.72179 -2.11370 0.90609 0.122
H -5.08676 -1.39045 -1.38657 0.122
H -3.43049 -0.64640 -2.91146 0.089
H -2.08171 -1.78385 -2.84904 0.095
H -1.89307 -0.11884 -2.26915 0.012
Cl 0.44421 0.84113 -2.09735 0.820
C 1.72580 1.87709 -1.42962 -0.478
C 2.96242 1.29246 -1.25113 -0.104
C 4.01814 2.03784 -0.76862 -0.066
C 3.80573 3.37803 -0.47777 -0.094
C 2.55834 3.93641 -0.65847 -0.570
Cl 2.34957 5.61663 -0.26857 0.738
C 1.44727 3.21127 -1.13796 -0.299
N 0.24582 3.85045 -1.32981 0.070
C -1.08108 3.30957 -1.24410 -0.243
C -1.88065 3.39468 -2.37993 -0.035
C -3.19312 2.95808 -2.35082 -0.078
C -3.71019 2.42961 -1.17202 -0.078
C -2.91519 2.35814 -0.04066 -0.026
C -1.59098 2.80197 -0.04982 -0.148
C -0.76456 2.69003 1.22270 -0.022
C -0.58289 1.21001 1.49663 -0.616
O -1.47840 0.58419 2.05102 0.047
O 0.50014 0.66382 1.01885 -0.155
H 3.09540 0.25281 -1.51304 0.073
H 4.99145 1.58898 -0.63110 0.111
H 4.60501 4.00224 -0.10250 0.112
H 0.29789 4.85534 -1.28236 0.096
H -1.45092 3.80348 -3.28625 0.120
H -3.81008 3.03564 -3.23672 0.107
H -4.73820 2.09132 -1.12888 0.106
H -3.31217 1.95225 0.88179 0.120
H -1.31511 3.12881 2.05394 0.134
H 0.19078 3.19692 1.11451 0.113